(A)
5 unconnected molecules or ions with the total composition CH12NO4. Source: the OMol25 dataset; level of theory: the ωB97M-V functional and the def2-TZVPD basis.

Output
**Molecular weight**: 102.1 g/mol
**Kohn-Sham gap**: 9.32 eV
**HOMO**: -13.78 eV
**Total charge**: +1

Each line ends with the Löwdin charge.
CARTESIAN COORDINATES (ANGSTROEM)
C 0.59 0.60 -1.99  0.133
N 0.70 -0.14 -0.97  0.208
H 1.49 0.86 -2.55  0.127
H -0.26 1.24 -2.17  0.104
H -0.19 -0.27 -0.48  0.120
H 1.52 -0.66 -0.66  0.127
H 4.63 -1.08 -1.39  0.061
H 3.57 -1.99 -1.05  0.053
O 3.67 -1.09 -1.41  -0.063
H -2.19 -0.80 -2.65  0.063
H -1.84 -0.42 -4.06  0.068
O -1.71 -0.13 -3.15  -0.053
H -1.28 0.65 2.30  0.051
H -0.38 1.62 1.54  0.051
O -0.84 0.77 1.45  -0.053
H -3.03 -0.03 6.23  0.039
H -1.80 0.63 5.62  0.033
O -2.65 0.24 5.39  -0.068


(B)
5 unconnected molecules or ions with the total composition CH12NO4. Source: the OMol25 dataset; level of theory: the ωB97M-V functional and the def2-TZVPD basis.

Output
**Molecular weight**: 102.1 g/mol
**Kohn-Sham gap**: 11.00 eV
**HOMO**: -14.88 eV
**Total charge**: +1

Each line ends with the Löwdin charge.
CARTESIAN COORDINATES (ANGSTROEM)
C 0.20 -2.00 -1.95  0.138
N -0.13 -0.79 -2.16  0.174
H 0.14 -2.74 -2.75  0.119
H 0.52 -2.29 -0.95  0.084
H -0.17 -0.11 -1.33  0.079
H -0.27 -0.39 -3.07  0.146
H -0.52 4.34 -0.05  0.068
H 1.00 4.18 -0.21  0.070
O 0.18 3.68 -0.11  -0.033
H 0.17 1.88 -0.32  0.037
H -0.21 0.68 0.62  0.031
O 0.21 0.90 -0.23  -0.052
H 0.57 -3.33 1.69  0.057
H 0.02 -1.90 1.65  0.010
O 0.29 -2.64 1.09  -0.057
H -1.46 0.12 2.61  0.083
H -0.02 0.36 3.11  0.081
O -0.53 0.02 2.37  -0.033


(C)
5 unconnected molecules or ions with the total composition CH12NO4. Source: the OMol25 dataset; level of theory: the ωB97M-V functional and the def2-TZVPD basis.

Output
**Molecular weight**: 102.1 g/mol
**Kohn-Sham gap**: 10.17 eV
**HOMO**: -14.43 eV
**Total charge**: +1

Each line ends with the Löwdin charge.
CARTESIAN COORDINATES (ANGSTROEM)
C -1.35 0.90 -2.06  0.155
N -1.56 0.71 -0.82  0.183
H -2.13 1.38 -2.64  0.123
H -0.36 0.72 -2.48  0.115
H -0.93 0.35 -0.10  0.104
H -2.51 0.96 -0.46  0.096
H -3.88 1.35 1.51  0.086
H -3.14 2.59 1.20  0.084
O -3.29 1.71 0.84  -0.038
H 3.33 1.14 -1.42  0.042
H 2.87 -0.18 -1.78  0.038
O 2.71 0.73 -2.04  -0.066
H 1.57 -0.16 0.93  0.051
H 0.52 -1.20 1.36  0.052
O 0.63 -0.34 0.94  -0.044
H 3.22 -3.47 2.55  0.047
H 1.86 -3.91 2.45  0.043
O 2.44 -3.26 2.02  -0.069


What are the relative energies? In hartree: (A) 0.0367; (B) 0.0000; (C) 0.0266.